No. 1
{
  "formula": "C18H43F8N6O9PS2V",
  "method": "wB97M-V/def2-TZVPD",
  "s2": 0.78,
  "orbital_gap_ev": [7.09, 7.09],
  "multiplicity": 2,
  "lumo_ev": [-0.22, -0.22],
  "species": ["H", "H", "H", "F", "F", "C", "H", "H", "C", "C", "O", "F", "C", "H", "H", "O", "N", "F", "N", "O", "O", "O", "H", "H", "F", "H", "H", "H", "C", "C", "H", "H", "O", "N", "H", "H", "H", "H", "H", "H", "H", "C", "H", "H", "O", "F", "C", "H", "C", "C", "C", "N", "H", "C", "H", "H", "H", "H", "V", "H", "H", "H", "S", "H", "H", "H", "C", "C", "N", "H", "N", "H", "P", "H", "H", "C", "O", "C", "S", "C", "H", "H", "H", "F", "F", "H", "C", "O"],
  "positions_angstrom": [[-23.453220, 20.749399, -15.220275], [-18.694904, 12.494567, -24.435555], [-22.936825, 10.335460, -21.884942], [-19.235943, 18.972228, -19.199919], [-21.339361, 15.371448, -17.029156], [-21.940387, 10.576054, -22.263644], [-22.951891, 17.585306, -20.527806], [-18.286205, 14.678062, -25.510059], [-23.512084, 14.493225, -21.840307], [-18.262899, 14.039244, -17.949926], [-22.345168, 14.244818, -21.545781], [-18.794452, 16.750646, -18.579254], [-23.394590, 21.382961, -16.104340], [-19.567923, 12.351026, -15.815867], [-17.311473, 12.541053, -23.359721], [-19.137376, 13.916579, -18.805258], [-23.887838, 15.351096, -22.784175], [-23.322023, 12.060633, -19.955827], [-18.380440, 14.315759, -23.452977], [-21.005921, 15.758802, -19.822567], [-21.915418, 13.318660, -16.039226], [-24.232629, 12.277395, -17.779531], [-22.491751, 17.220301, -15.310437], [-22.629650, 21.431960, -18.089504], [-17.255956, 18.369586, -18.264603], [-19.995602, 8.372184, -20.567390], [-21.928272, 11.665206, -22.257136], [-25.925328, 14.954473, -22.436309], [-18.349704, 12.865440, -23.468722], [-18.985164, 12.093940, -16.700074], [-18.975781, 12.493011, -22.665535], [-22.853307, 22.298212, -15.864797], [-19.444370, 14.461381, -21.463857], [-18.037888, 13.149259, -16.990148], [-16.352160, 12.325576, -16.074473], [-25.594897, 16.606633, -22.780741], [-23.668906, 16.944765, -19.079273], [-20.332241, 8.329053, -22.286494], [-24.426299, 21.630502, -16.368811], [-24.002574, 17.652625, -17.144091], [-19.596918, 10.369933, -19.855641], [-22.291313, 18.124388, -15.884631], [-24.315557, 18.875236, -15.927241], [-21.687600, 18.578291, -18.650964], [-23.644985, 14.930759, -16.716075], [-17.321177, 18.913944, -20.473424], [-18.882788, 14.985788, -22.418497], [-21.454796, 17.975744, -16.565004], [-20.352360, 10.881553, -20.468109], [-22.710774, 20.701060, -17.282891], [-25.296761, 15.594879, -23.057686], [-23.386775, 19.490262, -17.709040], [-18.682682, 16.064364, -22.411410], [-16.906430, 13.269013, -16.098522], [-17.628832, 14.929732, -17.897153], [-17.973402, 16.085171, -24.493319], [-17.207487, 13.466188, -15.067314], [-18.440244, 11.172847, -16.476726], [-20.842627, 14.220789, -19.938671], [-22.001053, 18.911378, -15.185510], [-16.206147, 14.027447, -16.440751], [-16.727626, 14.873470, -24.641007], [-22.445254, 14.240615, -16.975020], [-21.663146, 8.101643, -21.168819], [-21.667986, 20.484180, -16.982696], [-19.623254, 11.905475, -17.554879], [-23.484596, 17.877008, -19.612834], [-20.731684, 8.647966, -21.318729], [-20.958391, 10.072840, -21.323691], [-23.128069, 17.217311, -23.346315], [-22.294671, 13.771904, -18.537007], [-21.782649, 10.239694, -23.284641], [-18.113110, 17.862979, -19.524318], [-22.617037, 19.783737, -19.574194], [-24.350417, 14.042679, -21.293686], [-23.567719, 18.506006, -16.629748], [-20.540680, 12.089868, -20.376763], [-17.809739, 15.012908, -24.588653], [-22.975180, 12.255306, -18.417461], [-22.695785, 18.948578, -18.875468], [-21.917962, 15.902065, -23.201988], [-25.521171, 15.356948, -24.096216], [-24.413845, 18.309789, -19.999493], [-19.058336, 17.418478, -20.792141], [-17.027786, 16.742264, -20.020671], [-22.962261, 15.962932, -24.587663], [-22.927802, 16.159705, -23.511946], [-22.032302, 11.227991, -18.165682]],
  "atomic_forces_ev_per_a": [[0.2, 0.0, 0.1], [-0.2, 0.0, 0.0], [0.0, -0.4, -0.4], [-0.1, -0.1, 0.4], [-0.3, -0.4, -0.2], [-0.6, 0.8, 0.5], [0.3, 0.0, 0.2], [0.1, -0.1, 0.0], [-0.4, 0.4, 0.4], [0.3, 0.4, 0.6], [0.8, -0.4, 0.1], [-0.3, 0.0, 0.1], [-0.3, 0.0, -0.3], [-0.2, 0.0, -0.1], [-0.1, -0.1, 0.2], [-1.1, -0.3, -0.3], [-0.1, 0.0, 0.0], [0.0, 0.2, 0.0], [-0.2, -0.1, -0.2], [-0.3, -1.2, 0.3], [-0.1, -0.8, 0.1], [-0.3, 0.1, 0.4], [0.2, -0.1, 0.0], [-0.2, -0.2, -0.3], [0.4, -0.4, 0.0], [-0.1, 0.0, 0.2], [0.3, 0.0, 0.0], [0.2, -0.2, 0.0], [0.2, 0.2, -0.3], [0.3, -0.6, 0.1], [0.1, -0.1, 0.1], [-0.1, 0.0, 0.1], [-0.3, -1.1, 0.0], [-0.1, 0.1, -0.1], [-0.1, 0.0, -0.1], [0.3, 0.2, -0.3], [-0.1, 0.1, 0.2], [0.0, 0.1, 0.0], [0.0, 0.1, 0.0], [0.0, -0.3, 0.4], [-0.1, 0.1, 0.2], [-0.3, 0.2, 0.2], [-0.1, 0.0, 0.0], [0.1, 0.1, 0.0], [-0.6, 0.0, -0.1], [-0.2, 0.1, 0.0], [0.4, 0.7, 0.3], [0.0, -0.2, 0.0], [0.4, 0.0, 0.2], [0.4, 0.0, 0.9], [-0.2, -0.4, 0.4], [-0.2, 0.3, -0.1], [-0.3, 0.0, -0.1], [0.4, -0.2, 0.3], [0.1, -0.1, -0.4], [-0.1, 0.0, 0.1], [-0.1, 0.2, -0.1], [0.0, 0.0, 0.0], [1.3, 2.4, -1.0], [0.0, 0.0, 0.0], [-0.2, 0.2, 0.0], [-0.1, -0.2, -0.1], [1.7, 3.1, 0.6], [0.0, 0.1, 0.2], [0.0, 0.0, -0.1], [-0.2, 0.2, 0.0], [-0.1, 0.0, -0.9], [0.3, -0.4, -0.4], [-0.1, 0.0, -0.4], [0.1, 0.0, 0.1], [-1.3, -2.3, 1.2], [0.1, -0.4, 0.1], [0.1, 0.9, -1.0], [0.4, 0.0, 0.0], [0.0, -0.1, -0.1], [0.2, 0.3, -0.7], [-0.1, 0.2, -0.3], [0.2, 0.3, 0.1], [0.3, -0.3, -1.9], [-0.3, -0.2, -0.1], [-0.1, 0.1, 0.3], [0.0, 0.3, -0.1], [-0.2, -0.2, 0.4], [0.1, -0.2, 0.0], [0.1, -0.2, 0.6], [-0.3, 0.0, 0.1], [0.4, -0.1, -0.3], [0.1, -0.3, 0.3]]
}

=====

No. 2
{
  "formula": "C18H44AsF6N5O9PV",
  "method": "wB97M-V/def2-TZVPD",
  "s2": 3.75,
  "total_charge": 1,
  "orbital_gap_ev": [7.49, 10.04],
  "multiplicity": 4,
  "lumo_ev": [-1.87, -1.87],
  "species": ["V", "O", "H", "H", "H", "H", "C", "H", "H", "O", "C", "C", "H", "H", "H", "N", "C", "H", "H", "N", "H", "C", "C", "H", "H", "O", "H", "H", "F", "H", "C", "C", "H", "N", "O", "O", "H", "F", "O", "H", "H", "N", "H", "H", "H", "H", "C", "F", "O", "O", "H", "H", "C", "H", "H", "H", "F", "C", "H", "H", "C", "H", "C", "H", "H", "H", "O", "H", "H", "N", "H", "H", "C", "F", "C", "H", "C", "H", "F", "C", "C", "H", "As", "H", "P"],
  "positions_angstrom": [[0.410866, -0.558501, -0.331324], [-0.445562, 0.937466, -1.750285], [-2.733872, 3.769051, 0.495014], [-0.802079, -6.287183, 0.640444], [1.295830, -0.075288, 4.826272], [-3.053559, -0.995045, 3.499912], [5.342558, 1.456288, -2.312615], [2.442320, 2.612477, -0.885713], [-2.201454, 2.090687, 0.215185], [2.163290, 0.198289, -1.302914], [-2.251671, 2.901438, 0.937878], [0.103745, 2.426555, 1.354848], [0.419815, 5.157620, -2.817767], [3.370885, -2.460392, 4.974199], [1.190079, 0.872313, -4.143895], [3.981170, 1.420344, -1.742616], [-0.964212, -3.559402, 2.666056], [-0.731522, 5.300297, 0.710604], [-1.522250, 5.044155, 2.266220], [-0.708007, -4.384155, 1.497793], [0.773408, -1.701321, 4.584291], [-4.732677, -2.046209, 1.668598], [0.753607, 1.799882, -4.525214], [4.526825, -1.404350, 4.107367], [-3.874778, 0.335364, 2.799276], [0.012294, 1.277598, 0.936713], [-1.023620, -2.506017, 2.376162], [-1.980755, -3.753673, 3.009294], [-0.950405, -1.995120, -4.271175], [-5.575431, -1.349845, 1.612914], [-3.138525, -0.435481, 2.562491], [3.521740, -1.483007, 4.516068], [3.342034, 3.365087, -2.177590], [-3.490166, -1.338988, 1.486888], [-0.217404, 3.385181, -2.117988], [-2.472770, 2.407778, -2.520911], [-3.149604, -2.206360, -0.298549], [-0.775166, -3.776488, -2.575459], [0.368474, -2.746527, 0.314481], [0.246836, 4.845232, 2.136819], [0.802793, 2.015372, -5.584943], [2.500799, -1.184222, 3.523698], [-2.046920, -5.956473, 1.884087], [-2.176721, 0.027750, 2.351468], [0.564130, -0.517392, 3.228022], [-4.897330, -2.755877, 0.855387], [2.768713, -1.119750, 2.213006], [0.631566, -3.928494, -4.593890], [-1.711640, -0.835466, 0.171044], [-0.616493, 1.904080, -4.127081], [3.865772, -0.600607, -2.081727], [5.467716, 0.594729, -2.962194], [3.435128, 2.698439, -1.320630], [-0.152986, -3.632632, 3.388307], [-1.049175, 4.561857, -3.639263], [-3.225293, 0.411350, -2.405026], [1.630403, -3.377828, -2.354031], [-0.704186, 4.712222, 1.627016], [3.817329, -1.336292, 1.961530], [1.381367, 2.540178, -4.001722], [-1.011693, -5.787490, 1.588100], [-3.307776, 1.175574, -3.989318], [3.326729, 0.270382, -1.700175], [-2.837069, 2.556335, 1.790050], [-4.368958, 1.759236, -2.674335], [4.107831, 3.110040, -0.568716], [1.954035, -0.779771, 1.364532], [6.058922, 1.384521, -1.494366], [0.066809, -4.605361, -0.378301], [-0.924185, 3.278559, 1.413958], [-4.851824, -2.591491, 2.604923], [3.461634, -0.737698, 5.311828], [-3.382483, 1.364026, -2.916147], [1.517007, -1.625155, -4.102445], [-0.540262, 4.661730, -2.684458], [-1.118238, 5.294779, -2.014376], [-2.727320, -1.466323, 0.394216], [1.045398, 2.907893, 1.658590], [0.071595, -1.493310, -2.135513], [1.188182, -0.840406, 4.055136], [-0.016837, -3.893762, 0.455737], [5.516470, 2.376883, -2.860874], [0.356845, -2.719749, -3.382822], [-0.417539, -6.407821, 2.270879], [-0.922529, 2.047679, -2.560932]],
  "atomic_forces_ev_per_a": [[-0.6, 0.8, -0.8], [-0.2, -0.2, 0.5], [0.0, 0.0, -0.1], [-0.4, 0.3, -0.2], [0.0, 0.3, -0.2], [0.1, -0.2, -0.1], [-0.4, -0.4, 0.7], [0.0, -0.4, 0.0], [0.2, 0.0, 0.0], [0.3, -0.2, 0.3], [0.1, -0.3, 0.3], [-0.2, 0.2, -0.7], [0.0, 0.1, -0.2], [0.0, -0.1, -0.1], [-0.3, -0.4, -0.8], [1.0, 0.4, -0.8], [-0.3, 0.8, -0.8], [0.1, -0.2, -0.2], [0.2, 0.3, 0.1], [0.4, 0.3, 0.6], [-0.2, -0.1, -0.3], [-1.0, -0.2, -0.8], [1.0, 0.3, 1.1], [-0.1, -0.2, -0.2], [-0.2, 0.0, -0.6], [0.2, 0.0, 0.7], [0.4, -0.1, -0.3], [0.3, -0.5, 0.6], [0.4, -0.1, 0.2], [0.1, 0.1, 0.1], [0.6, -0.1, 0.7], [0.0, 0.3, 0.2], [0.2, 0.1, 0.0], [-0.1, 0.4, 0.8], [-0.4, 0.2, 0.6], [1.1, -0.6, 0.1], [0.2, 0.0, -0.2], [0.1, 0.3, 0.1], [0.2, 0.3, 0.8], [0.0, 0.2, 0.0], [0.0, -0.5, -0.1], [0.2, 0.0, 0.4], [-0.1, 0.1, -0.2], [0.0, 0.0, -0.1], [-0.2, 0.0, 0.1], [0.2, 0.0, 0.0], [-0.2, 0.5, 0.0], [0.0, 0.6, 0.4], [0.5, 0.2, 0.2], [-0.7, 0.3, 1.0], [0.1, -0.1, 0.0], [0.1, 0.1, -0.1], [-0.2, -0.2, 0.2], [-0.3, -0.3, 0.4], [0.0, 0.0, 0.0], [0.3, 0.3, 0.2], [-0.5, 0.4, -0.5], [-0.4, -0.6, 0.6], [-0.1, -0.1, 0.0], [-0.4, 0.3, -0.2], [0.0, -1.2, -0.3], [0.0, 0.2, 0.1], [-1.2, 0.1, 0.1], [-0.2, 0.1, 0.0], [0.0, -0.2, -0.1], [0.0, 0.3, -0.1], [0.4, -0.2, 0.3], [0.2, 0.1, -0.1], [0.3, -0.1, 0.1], [0.0, 0.6, -0.6], [0.6, 0.1, 0.1], [0.0, 0.0, 0.0], [-0.7, -0.1, -0.4], [-0.4, -0.2, 0.2], [0.6, 0.3, -0.2], [-0.3, -0.4, 0.2], [-0.7, -0.5, 0.0], [0.1, -0.3, 0.1], [-0.2, -0.3, -0.1], [0.4, -0.3, 0.1], [-0.5, -0.4, -1.1], [-0.1, 0.0, -0.1], [0.6, -1.1, -0.5], [0.3, 0.7, 0.4], [0.1, 0.5, -1.3]]
}